(1)
Computed, not measured: a cluster of 10 separate species, C35H26BBr2Cl36FO3 in total, with the ωB97M-V functional and the def2-TZVPD basis.

Each line ends with the Mulliken charge.
Positions of all 104 atoms, in Å:
C 6.84 -0.14 -0.23  -0.657
C 6.45 -0.56 -1.71  -0.323
B 5.34 -1.71 -1.66  0.847
O 5.65 -3.01 -2.08  -0.782
C 3.84 -1.51 -1.12  0.370
C 2.81 -1.02 -2.04  -1.175
C 1.42 -0.83 -1.68  -0.346
C 0.38 -0.34 -2.77  -1.151
C -0.32 -1.65 -3.28  0.639
C 0.41 -2.93 -3.30  -0.454
C -0.23 -4.16 -3.72  -0.739
C -1.62 -4.22 -4.15  -0.781
C -2.35 -2.95 -4.14  -0.532
C -1.71 -1.71 -3.71  1.620
C -2.61 -0.44 -3.75  -1.223
C 1.03 -1.14 -0.28  1.021
C 2.06 -1.65 0.66  0.798
C 3.45 -1.82 0.26  0.233
C 4.46 -2.32 1.32  -1.382
C 1.55 -1.98 2.08  0.131
O 1.98 -2.85 2.76  -0.516
C 0.42 -1.03 2.60  0.343
C 0.45 -0.74 4.13  0.934
C -0.21 -2.02 4.83  -0.510
F 0.75 -2.85 5.43  -0.361
C -0.51 -0.52 1.77  0.404
C -1.57 0.44 2.32  -0.457
Br -0.91 2.22 2.88  -0.049
C -2.89 0.16 2.42  0.445
C -3.81 1.29 3.00  -0.991
Br -3.59 -1.56 1.84  -0.129
C -0.43 -0.95 0.25  -0.339
O -1.39 -1.16 -0.42  -0.438
H 5.95 0.32 0.27  0.096
H 7.65 0.63 -0.22  0.190
H 7.19 -1.04 0.33  0.294
H 6.13 0.35 -2.28  0.261
H 7.40 -0.92 -2.19  0.230
H 6.40 -2.98 -2.70  0.198
H 3.09 -0.78 -3.09  0.302
H 0.91 0.18 -3.60  0.482
H -0.34 0.31 -2.22  0.419
H 1.47 -3.01 -2.99  0.312
H 0.32 -5.13 -3.72  0.361
H -2.10 -5.18 -4.44  0.363
H -3.41 -3.00 -4.47  -0.057
H -3.28 -0.34 -2.86  0.314
H -2.00 0.48 -3.91  0.347
H -3.30 -0.53 -4.64  0.154
H 5.48 -2.54 0.92  0.275
H 4.52 -1.54 2.13  0.057
H 4.10 -3.25 1.82  0.405
H -0.11 0.18 4.41  -0.182
H 1.51 -0.73 4.47  -0.455
H -0.73 -2.64 4.05  0.240
H -0.94 -1.71 5.61  0.392
H -4.89 1.05 2.92  0.362
H -3.66 2.26 2.48  0.348
H -3.56 1.44 4.08  0.045
C 0.70 6.02 3.89  0.223
Cl 0.93 7.57 4.72  -0.097
Cl 0.54 6.31 2.14  -0.086
Cl 2.10 4.98 4.18  -0.009
Cl -0.77 5.23 4.48  -0.062
C -0.56 1.89 7.17  0.236
Cl 0.41 2.63 5.89  0.050
Cl -0.50 2.90 8.62  -0.103
Cl -2.24 1.75 6.62  -0.117
Cl 0.07 0.28 7.54  -0.081
C -4.52 5.16 -1.79  0.270
Cl -3.86 3.53 -1.98  -0.002
Cl -5.14 5.73 -3.35  -0.111
Cl -5.84 5.15 -0.61  -0.070
Cl -3.24 6.25 -1.23  -0.090
C 4.49 1.21 3.93  0.230
Cl 3.59 0.40 5.23  -0.051
Cl 4.36 2.96 4.14  -0.076
Cl 6.19 0.72 4.00  -0.090
Cl 3.81 0.75 2.36  -0.037
C -6.45 -0.15 -5.94  0.296
Cl -5.84 1.46 -5.54  -0.065
Cl -6.26 -0.44 -7.67  -0.102
Cl -5.54 -1.38 -5.04  -0.092
Cl -8.16 -0.25 -5.49  -0.104
C 11.16 -0.62 -0.06  0.336
Cl 12.26 -1.40 1.08  -0.096
Cl 9.95 -1.79 -0.62  -0.064
Cl 10.34 0.73 0.74  -0.098
Cl 12.07 -0.01 -1.45  -0.102
C 5.50 -3.48 -5.95  0.339
Cl 4.46 -2.04 -6.03  -0.093
Cl 7.09 -3.02 -5.31  -0.123
Cl 4.76 -4.69 -4.89  -0.068
Cl 5.69 -4.16 -7.57  -0.102
C -8.90 2.69 -1.43  0.228
Cl -8.62 4.38 -1.92  -0.089
Cl -8.66 1.65 -2.84  0.001
Cl -7.75 2.22 -0.17  -0.077
Cl -10.55 2.53 -0.82  -0.037
C -13.20 2.03 2.46  0.344
Cl -13.69 1.36 0.89  -0.095
Cl -11.43 1.92 2.62  -0.065
Cl -13.69 3.73 2.55  -0.094
Cl -13.97 1.11 3.76  -0.099

Calculated values
Structure (SMILES): CCB(O)c1cc(Cc2ccccc2C)c2c(c1C)C(=O)C(CCF)=C(/C(Br)=C(/C)Br)C2=O.ClC(Cl)(Cl)Cl.ClC(Cl)(Cl)Cl.ClC(Cl)(Cl)Cl.ClC(Cl)(Cl)Cl.ClC(Cl)(Cl)Cl.ClC(Cl)(Cl)Cl.ClC(Cl)(Cl)Cl.ClC(Cl)(Cl)Cl.ClC(Cl)(Cl)Cl
HOMO-LUMO gap, Ha: 0.28896

---

(2)
Computed, not measured: a structure of composition C35H26BeClIN3O5P, with the ωB97M-V functional and the def2-TZVPD basis.

Each line ends with the Mulliken charge.
Positions of all 73 atoms, in Å:
Be -0.64 1.77 -0.14  -0.040
O -1.90 2.99 3.19  -0.746
C -1.35 2.13 2.53  0.241
O -0.97 2.31 1.31  0.198
C -1.10 0.77 3.18  0.493
C -1.41 0.70 4.54  -0.922
C -1.21 -0.46 5.27  -0.636
C -0.68 -1.58 4.65  -0.752
C -0.36 -1.53 3.30  -0.306
C -0.57 -0.37 2.55  -0.123
P -0.11 -0.42 0.79  2.175
C 1.57 -1.12 0.91  0.474
C 1.98 -2.35 0.40  -0.359
C 3.29 -2.77 0.55  -0.471
C 4.21 -1.98 1.23  -0.669
C 3.81 -0.75 1.74  -0.557
C 2.51 -0.32 1.57  -0.905
C -1.15 -1.73 0.06  0.422
C -0.89 -2.16 -1.24  -0.038
C -1.75 -3.03 -1.88  -0.915
C -2.91 -3.47 -1.24  -0.689
C -3.18 -3.03 0.04  -0.860
C -2.31 -2.17 0.70  -0.915
H -1.82 1.59 5.00  0.537
H -1.46 -0.48 6.32  0.409
H -0.51 -2.49 5.21  0.452
H 0.06 -2.40 2.82  0.417
H 1.26 -3.00 -0.09  0.417
H 3.59 -3.73 0.15  0.445
H 5.23 -2.32 1.35  0.402
H 4.52 -0.13 2.27  0.420
H 2.21 0.64 1.98  0.370
H -0.03 -1.78 -1.78  0.205
H -1.54 -3.34 -2.90  0.408
H -3.59 -4.13 -1.76  0.435
H -4.09 -3.36 0.54  0.424
H -2.55 -1.84 1.70  0.375
Cl -5.13 -1.52 -4.13  -0.286
C -3.81 -0.63 -3.44  0.971
C -2.64 -0.50 -4.12  -0.615
C -1.53 0.18 -3.58  0.052
I 0.26 0.24 -4.61  0.098
C -1.59 0.75 -2.32  -0.221
O -0.61 1.38 -1.72  -0.347
C -2.84 0.62 -1.62  0.718
N -2.82 1.18 -0.40  -0.335
C -3.90 1.12 0.34  -0.180
C -5.07 0.48 -0.09  -0.893
C -5.10 -0.11 -1.33  -0.929
C -3.95 -0.06 -2.15  -0.013
H -2.55 -0.96 -5.10  0.450
H -3.85 1.60 1.32  0.460
H -5.94 0.47 0.55  0.430
H -5.98 -0.61 -1.68  0.448
O 3.16 -0.56 -2.43  -0.484
C 4.19 0.15 -1.78  -0.398
N 4.55 1.30 -2.54  -0.033
C 4.22 2.60 -2.30  -0.045
O 4.71 3.51 -2.94  -0.651
C 3.22 2.91 -1.22  0.159
C 3.54 3.90 -0.30  -0.527
C 2.60 4.26 0.65  -0.957
C 1.37 3.63 0.63  -0.355
N 1.04 2.70 -0.26  0.256
C 1.96 2.34 -1.17  0.236
H 2.65 -1.05 -1.77  0.293
H 5.08 -0.49 -1.67  0.311
H 3.88 0.46 -0.78  0.277
H 5.12 1.17 -3.36  0.247
H 4.51 4.38 -0.35  0.503
H 2.81 5.02 1.39  0.455
H 0.59 3.89 1.35  0.602
H 1.64 1.59 -1.89  0.485

Calculated values
HOMO-LUMO gap, Ha: 0.28236
Energy relative to the best compared isomer or geometry (same formula, charge and spin), kJ/mol: 37.0

---

Number 1: lowest unoccupied orbital energy -0.0251 Ha. Number 2: lowest unoccupied orbital energy 0.0015 Ha.